184
Properties=species:S:1:pos:R:3:forces:R:3 method="wB97M-V/def2-TZVPD" energy_ev=-186451.23088 lumo_ev=-0.946 total_charge=0
C 4.9374 -5.0576 1.4500 0.6 0.6 0.5
C 5.1018 -3.5157 1.3155 -1.4 -1.3 -0.6
C 5.2284 -3.0731 -0.2039 -1.6 1.3 1.5
O 3.9784 -2.8074 -0.8429 -0.1 -0.5 -0.1
C 3.2205 -3.8999 -1.3431 -0.5 0.2 -0.4
N 3.9579 -2.8100 2.0569 1.6 -0.3 -0.7
H 4.1638 -2.7918 3.0455 0.0 -0.1 0.4
H 3.9740 -1.8425 1.7674 -0.2 1.3 -0.2
H 3.0164 -3.1565 1.9405 -0.8 -0.6 -0.5
H 5.9379 -5.4510 1.2702 -0.2 -0.4 -0.2
H 4.1967 -5.5176 0.7959 0.2 0.4 -0.4
H 4.6341 -5.4142 2.4344 0.2 0.4 0.3
H 5.9693 -3.0862 1.8165 0.3 -0.6 0.0
H 5.8693 -3.7211 -0.8018 0.1 -0.1 0.3
H 5.6054 -2.0602 -0.0621 0.6 -0.1 -0.8
H 2.4001 -3.5469 -1.9680 -0.3 1.0 0.4
H 2.7399 -4.4781 -0.5539 0.3 -0.3 -0.1
H 3.6877 -4.4741 -2.1431 1.0 -0.5 0.6
C -0.8456 -0.2037 -0.1381 0.7 -0.7 1.0
C 0.6574 0.0123 0.2774 0.4 0.3 -2.1
C 1.6600 0.0528 -0.9517 0.2 1.7 1.5
O 1.5216 1.3269 -1.6419 -1.0 -2.0 1.1
C 2.5669 1.4803 -2.5597 0.8 0.5 -0.1
N 0.9050 1.2757 1.1241 -0.5 -1.1 -1.1
H 1.8217 1.6981 1.0877 0.9 -0.1 -1.2
H 0.2046 1.9733 0.9169 -0.4 0.5 -0.1
H 0.8530 1.1116 2.1193 -0.7 -0.7 1.3
H -1.4526 0.5856 -0.5815 0.5 0.4 0.3
H -1.3005 -0.6539 0.7442 -0.5 0.6 0.2
H -0.9224 -1.0628 -0.8046 0.6 0.0 -0.3
H 0.9390 -0.8493 0.8828 0.0 0.1 0.1
H 1.7337 -0.8121 -1.6110 -1.1 -0.2 -0.3
H 2.6485 -0.0038 -0.4958 0.3 0.4 0.2
H 3.5064 1.5758 -2.0152 0.2 0.1 -0.1
H 2.3771 2.4080 -3.0995 0.1 -0.3 -0.3
H 2.6784 0.6225 -3.2230 -0.2 0.0 -0.3
C 6.2033 5.6825 -0.3364 0.7 -0.4 -0.4
C 6.0520 6.2838 1.0423 -2.3 1.4 0.0
C 4.5179 6.5652 1.2967 -0.1 0.1 1.5
C 3.9035 5.3569 1.9624 -1.2 -0.3 -0.9
N 2.3318 5.5003 2.1652 -0.2 0.2 0.4
C 1.9468 6.6686 3.1480 -0.4 -0.4 -1.0
C 1.9556 6.0192 4.5115 0.2 -0.7 0.0
C 1.1567 4.7111 4.2874 0.4 1.1 -0.8
C 1.6839 4.2705 2.8892 0.0 0.0 0.3
C 1.5252 5.7178 0.8286 0.3 -0.6 -0.3
C 1.8717 4.7435 -0.3602 0.6 0.6 0.9
C 0.9195 4.7670 -1.5461 -0.3 0.4 0.3
H 5.8366 6.2509 -1.1912 0.1 0.7 0.3
H 5.6373 4.7609 -0.4713 0.2 -0.4 0.5
H 7.2580 5.4703 -0.5115 0.0 -0.2 -0.2
H 6.4861 7.2706 1.2032 0.5 -0.1 -0.6
H 6.4678 5.6827 1.8509 -0.2 -0.4 -0.2
H 3.9102 6.8996 0.4559 0.5 -0.4 -0.6
H 4.3367 7.3758 2.0026 0.7 0.4 0.2
H 4.4170 5.1158 2.8932 -0.6 0.2 0.3
H 4.0876 4.5014 1.3125 -0.6 -0.3 0.1
H 0.9332 6.9543 2.8670 -0.3 -0.4 0.0
H 2.4867 7.5899 2.9292 0.7 -0.4 0.3
H 1.5022 6.5977 5.3164 0.2 0.3 -0.2
H 2.9806 5.7477 4.7641 0.1 0.2 0.3
H 0.1049 4.9960 4.3120 -0.1 -0.5 -0.3
H 1.3687 3.9690 5.0571 -0.1 -0.1 -0.2
H 0.9365 3.9519 2.1626 -0.1 -0.4 0.6
H 2.4097 3.4883 3.1116 0.3 0.1 -0.7
H 1.6339 6.7706 0.5679 0.3 -0.1 -0.2
H 0.4705 5.5940 1.0745 0.0 -0.1 0.4
H 1.8782 3.7150 0.0008 0.4 0.0 0.2
H 2.8700 5.0323 -0.6889 0.2 -0.4 -0.1
H 1.2638 4.1624 -2.3851 0.2 -0.1 0.3
H 0.8157 5.7792 -1.9368 -0.3 0.1 0.0
H -0.0392 4.3654 -1.2179 -0.2 0.2 -0.2
C -4.0198 -0.6552 -2.2920 -0.4 0.3 1.1
C -5.0335 0.3163 -1.6439 0.6 0.7 -1.3
C -6.2617 -0.2924 -1.0208 -0.5 -0.4 1.1
C -6.0939 -1.2508 0.1956 -1.0 0.7 0.0
N -6.1574 -0.5624 1.5998 0.1 -0.8 1.3
C -5.5235 -1.5815 2.6488 0.4 0.4 -2.0
C -4.0177 -1.4552 2.3903 0.5 1.5 1.1
C -3.8267 -0.0699 1.6970 0.1 -0.6 -2.1
C -5.1978 0.5889 1.6727 0.4 0.4 1.6
C -7.5624 -0.0544 2.0475 -0.8 -1.3 -1.8
C -8.5999 -1.1939 2.2889 -0.2 0.6 0.4
C -9.9877 -0.6686 2.8261 1.0 -0.2 0.4
H -3.1281 -0.2110 -2.7344 -0.4 0.4 -0.3
H -4.5338 -1.3085 -2.9971 0.2 -0.1 -0.1
H -3.5952 -1.2113 -1.4563 0.0 -0.6 0.0
H -5.4617 1.0236 -2.3541 0.2 -0.2 -0.7
H -4.5328 1.0475 -1.0093 0.2 -0.5 0.5
H -6.8962 -0.8514 -1.7085 0.4 -0.1 -0.5
H -6.8992 0.5693 -0.8228 -0.2 -0.1 0.7
H -5.2133 -1.8787 0.0599 0.5 0.6 0.6
H -6.8655 -2.0204 0.1755 -0.4 0.4 0.3
H -5.7432 -1.2418 3.6609 -0.5 -0.1 -0.3
H -5.8541 -2.5848 2.3802 -0.5 0.2 0.4
H -3.5711 -1.4029 3.3833 0.3 -0.1 0.0
H -3.4880 -2.2443 1.8566 -0.5 -0.1 -0.1
H -2.9560 0.5454 1.9234 -0.5 0.2 1.0
H -3.5868 -0.2958 0.6580 0.0 -0.2 -0.3
H -5.3357 1.0497 2.6508 -0.2 -0.1 0.2
H -5.4886 1.3935 0.9974 0.5 -0.4 -0.5
H -7.9061 0.5087 1.1798 0.0 0.1 -0.1
H -7.5799 0.6774 2.8551 0.9 -0.4 0.3
H -8.2218 -1.9052 3.0231 0.1 0.1 0.2
H -8.7394 -1.7901 1.3871 -0.1 0.2 -0.2
H -9.8499 0.0337 3.6482 0.3 0.3 -0.1
H -10.4915 -1.4876 3.3394 -0.2 -0.1 -0.5
H -10.6440 -0.1682 2.1141 0.2 -0.3 -0.2
C 0.3167 -0.7032 -4.3987 0.5 -0.5 1.0
C -0.7815 -1.7269 -4.8131 0.4 -0.1 -0.8
C -1.1351 -2.7786 -3.6912 0.9 1.0 -0.4
C -2.0871 -3.9147 -4.0268 0.6 -0.9 1.0
N -2.1282 -5.0617 -2.8990 -0.1 1.7 0.1
C -3.0545 -6.1867 -3.4615 0.8 1.7 1.1
C -4.4723 -5.7226 -3.1399 -0.9 0.3 0.7
C -4.3693 -4.7285 -1.9453 1.4 0.3 0.4
C -2.8511 -4.5548 -1.5706 -0.4 -1.0 -2.3
C -0.6915 -5.5777 -2.5577 -0.8 -0.5 -0.1
C 0.0665 -6.0992 -3.7673 -1.5 1.0 -1.2
C 1.3346 -6.7435 -3.4263 1.3 -0.6 1.3
H 0.2375 -0.4497 -3.3416 -0.5 0.5 0.0
H 0.5053 0.2027 -4.9748 -1.1 0.1 -0.2
H 1.3419 -1.0732 -4.4075 0.0 -1.0 -0.2
H -0.4202 -2.2305 -5.7097 0.2 -0.5 0.1
H -1.6401 -1.2144 -5.2470 -0.4 0.2 0.6
H -1.4994 -2.1917 -2.8480 -0.2 -0.2 0.2
H -0.1675 -3.1772 -3.3863 0.0 -0.1 0.1
H -1.7702 -4.5465 -4.8567 0.0 0.6 -0.4
H -3.0831 -3.5089 -4.2037 -0.2 -0.5 0.2
H -2.7404 -7.0159 -2.8276 -0.3 -0.5 -0.6
H -2.8279 -6.2531 -4.5256 0.0 -0.6 0.3
H -5.1622 -6.5408 -2.9332 0.5 -0.4 0.4
H -5.0607 -5.2423 -3.9216 0.8 0.3 -0.5
H -4.8958 -5.0222 -1.0372 -0.2 -0.1 -0.2
H -4.7038 -3.7353 -2.2449 -0.3 -0.1 0.0
H -2.4881 -5.2204 -0.7874 -0.1 0.3 0.1
H -2.5900 -3.5097 -1.4043 0.3 -0.4 0.2
H -0.8539 -6.3350 -1.7908 -0.1 -0.2 -0.1
H -0.0662 -4.8459 -2.0462 -0.6 0.5 0.0
H 0.2953 -5.2199 -4.3695 -0.2 0.0 -0.4
H -0.5239 -6.8093 -4.3462 -0.3 0.2 -0.2
H 1.1163 -7.7197 -2.9935 0.4 0.0 0.3
H 1.8119 -6.0984 -2.6885 0.4 -0.3 0.3
H 2.0564 -6.8879 -4.2302 -0.4 0.1 -0.2
C 6.3704 0.9184 0.7142 -1.2 0.2 0.1
F 6.2476 0.2793 -0.4626 0.0 0.0 0.6
F 7.1136 0.1532 1.5550 -0.4 0.5 -0.6
F 6.9914 2.0730 0.4677 -0.1 -0.4 0.5
S 4.6155 1.2539 1.5174 -0.4 0.5 -0.5
O 4.0254 -0.0852 1.7692 0.9 1.0 -0.3
O 4.9358 2.0342 2.7030 -0.1 -0.7 -0.8
O 3.8398 2.0018 0.4928 1.1 -0.9 1.2
C -3.2000 4.5137 0.1841 2.6 0.1 1.9
F -2.2878 5.1439 -0.5413 0.8 0.1 -0.8
F -4.0630 5.4295 0.5129 -1.6 0.3 0.4
F -3.7271 3.5550 -0.5482 -0.7 -0.6 -0.4
S -2.3343 3.8028 1.7701 0.5 2.7 2.2
O -3.4335 3.0781 2.3774 0.0 -0.2 -0.3
O -1.2407 2.9630 1.2729 -0.6 0.5 -0.3
O -1.8612 4.9920 2.6089 -1.1 -2.9 -2.8
C -0.5523 -4.7559 2.8612 1.2 0.6 -0.8
F -1.7373 -4.2034 3.0672 -0.1 0.0 0.3
F 0.3412 -4.3231 3.7892 -1.2 -0.8 -0.6
F -0.6901 -6.0934 2.9088 0.3 0.9 0.2
S 0.1153 -4.1759 1.1263 0.2 -1.5 -2.3
O 0.2599 -5.4267 0.3143 0.3 1.4 1.9
O -0.8769 -3.3324 0.4547 0.0 0.1 1.3
O 1.3640 -3.4788 1.4483 -0.8 -0.6 0.0
C 4.5799 4.7109 -4.6049 -0.4 -1.3 -2.6
F 3.2361 4.7600 -4.5012 0.0 0.3 0.1
F 4.9864 5.8647 -5.2122 -0.2 -0.7 1.2
F 5.0588 4.5513 -3.3955 0.6 0.7 0.8
S 5.1029 3.2461 -5.7273 0.6 -2.5 -0.5
O 4.8068 1.9446 -5.0327 -0.2 2.6 -0.5
O 4.3263 3.4152 -6.9696 0.8 0.4 1.6
O 6.5490 3.4692 -5.8025 -1.1 0.4 -0.1
C 2.1351 -0.6468 5.4207 -2.1 0.7 -1.4
F 1.8568 -1.6692 6.2138 0.2 0.0 0.3
F 3.0556 0.1218 5.9651 0.5 -0.3 -0.3
F 2.5328 -1.1849 4.2129 0.4 0.5 1.0
S 0.5213 0.3643 5.0403 -1.1 1.4 1.6
O -0.4578 -0.6802 4.8400 0.2 -0.3 0.0
O 0.2479 1.2329 6.2330 1.3 -1.7 -2.5
O 0.7999 1.0972 3.7843 0.6 -0.2 1.2



170
Properties=species:S:1:pos:R:3:forces:R:3 method="wB97M-V/def2-TZVPD" energy_ev=-102853.49967 lumo_ev=0.259 total_charge=0 relative_energy_kj_mol=0.00 smiles="CCOC(=O)C(F)(F)F.COCCOCCOC.COCCOCCOC.COCCOCCOC.COCCOCCOC.COCCOCCOC.COCCOCCOC.CC#N.CC#N.CC#N"
C -0.5709 5.0688 2.1056 -0.1 -0.7 -0.2
C 0.2797 5.4655 0.9232 -0.8 1.3 -0.5
O 1.4339 4.6310 0.8173 0.5 0.2 -0.1
C 1.3912 3.5804 0.0258 -0.3 -0.2 0.5
O 0.4623 3.1668 -0.5964 -0.2 0.0 -0.4
C 2.7293 2.8204 0.0762 0.2 -0.5 -0.2
F 2.4948 1.5101 -0.0856 -0.1 0.1 0.1
F 3.5535 3.1900 -0.9137 -0.1 0.2 0.0
F 3.3583 2.9859 1.2338 0.1 0.1 0.1
H -1.3231 5.8071 2.3757 0.1 0.2 -0.1
H 0.0467 4.8561 2.9784 0.0 0.1 0.0
H -1.1071 4.1548 1.8361 0.0 0.0 0.2
H 0.6305 6.4997 0.9597 0.4 -0.2 0.5
H -0.2924 5.4889 -0.0090 0.0 -0.7 0.0
C 0.3959 -5.3273 2.5353 0.4 0.4 -0.3
O 0.3196 -5.1576 3.9288 0.0 -0.3 -0.2
C 0.5384 -3.8286 4.3241 -0.2 0.2 1.2
C -0.4673 -2.8268 3.7938 -0.5 -0.5 -1.6
O -1.7636 -3.3893 3.8365 0.2 -0.2 0.3
C -2.7677 -2.4352 3.5648 -0.4 -0.5 1.1
C -4.1241 -3.1177 3.5593 0.2 0.4 -1.2
O -4.4301 -3.7826 4.7504 0.3 0.0 0.1
C -5.6699 -4.4397 4.6623 0.3 -0.6 1.0
H 1.3616 -4.9729 2.1386 0.0 0.1 0.1
H -0.3916 -4.7575 2.0328 -0.1 -0.2 -0.1
H 0.3480 -6.3827 2.2796 -0.3 -0.1 0.2
H 1.5673 -3.5267 4.0909 0.0 0.2 -0.2
H 0.4380 -3.8259 5.4134 0.1 -0.2 0.0
H -0.2627 -2.6703 2.7232 0.2 0.4 0.1
H -0.4545 -1.8446 4.2711 0.3 -0.1 0.3
H -2.5911 -1.9373 2.6063 -0.1 0.1 0.0
H -2.7747 -1.7107 4.3925 0.1 0.3 -0.3
H -4.1586 -3.8010 2.6966 0.0 -0.2 0.1
H -4.8562 -2.3293 3.3387 -0.1 -0.1 0.1
H -5.6338 -5.2889 3.9696 -0.2 0.5 -0.6
H -6.4702 -3.7139 4.5111 -0.2 -0.2 -0.4
H -5.8323 -4.9552 5.6147 0.0 0.4 0.1
C 4.3581 -4.4587 -0.1517 -0.9 0.7 0.1
O 3.9453 -3.2671 0.5159 0.6 0.2 -0.3
C 4.9740 -2.7905 1.3566 -0.3 0.2 0.9
C 4.7212 -1.3877 1.8638 0.5 -0.1 0.2
O 3.6555 -1.3657 2.7806 -0.4 0.1 -0.4
C 3.1944 -0.0448 2.9997 0.0 0.0 0.5
C 2.2492 -0.0271 4.1788 0.2 -0.6 -0.2
O 2.9617 -0.4984 5.3014 0.2 0.0 0.2
C 2.1148 -0.8733 6.3689 0.1 0.4 0.0
H 3.5872 -4.6408 -0.9007 0.0 -0.2 0.0
H 4.3758 -5.2829 0.5626 0.3 -0.2 -0.1
H 5.3048 -4.2905 -0.6690 0.2 -0.2 0.1
H 5.9571 -2.7795 0.8733 -0.1 -0.2 -0.2
H 5.0276 -3.4259 2.2502 0.2 -0.2 -0.1
H 4.6221 -0.6793 1.0290 -0.4 0.0 0.0
H 5.6257 -1.0778 2.4080 0.1 0.0 -0.1
H 2.6739 0.2880 2.0963 0.1 0.3 0.1
H 4.0300 0.6220 3.2481 0.1 0.0 -0.3
H 1.4089 -0.6896 3.9419 -0.1 0.0 0.2
H 1.8632 0.9760 4.3727 -0.1 0.1 -0.2
H 2.7318 -1.1319 7.2288 0.1 -0.2 -0.2
H 1.5018 -1.7246 6.0638 -0.2 0.0 0.2
H 1.4987 -0.0236 6.6855 -0.3 -0.2 -0.2
C 1.3304 6.2041 5.4462 0.3 0.7 -0.1
O 0.6824 4.9731 5.5679 -0.5 -0.1 0.2
C 1.4431 4.0041 6.2623 0.4 -0.4 -0.4
C 0.6008 2.8494 6.7692 -0.1 -0.1 0.4
O 0.0612 2.0493 5.7369 -0.6 0.0 0.4
C -1.0505 2.6485 5.0757 0.3 -0.6 -0.6
C -1.9110 1.6079 4.3585 -0.6 -0.4 0.7
O -1.2539 0.6461 3.5631 0.3 0.7 -0.3
C -0.6459 1.2500 2.4484 1.0 -0.2 -0.6
H 2.3051 6.1651 4.9432 0.1 -0.4 0.1
H 1.4832 6.6755 6.4223 0.0 0.0 0.1
H 0.7269 6.8791 4.8405 -0.3 -0.2 0.1
H 1.9982 4.4545 7.0930 -0.1 0.0 0.0
H 2.1571 3.5892 5.5369 0.2 0.0 0.2
H -0.1499 3.1826 7.4990 -0.4 0.2 -0.4
H 1.1993 2.1690 7.3792 0.5 0.1 -0.3
H -0.6368 3.3590 4.3612 -0.4 0.3 0.1
H -1.7220 3.1403 5.7832 0.1 0.3 0.0
H -2.6761 2.1562 3.7901 0.2 0.1 -0.2
H -2.4933 1.0245 5.0767 0.2 0.0 0.2
H 0.0336 0.5479 1.9643 -0.2 -0.3 0.2
H 0.0141 2.0883 2.7061 -0.3 0.2 0.2
H -1.3336 1.5618 1.6553 -0.3 0.1 0.2
C 6.0841 2.6589 -7.1369 0.0 -0.4 0.4
O 5.3604 2.1210 -6.0443 -0.1 0.3 -0.2
C 4.6111 3.1032 -5.3774 -0.2 -0.3 0.3
C 3.7729 2.4568 -4.2962 -0.2 0.7 0.5
O 2.9046 1.4800 -4.8110 0.3 0.0 -0.1
C 2.0811 0.8674 -3.8419 0.0 -0.5 0.0
C 2.8357 0.0649 -2.8021 0.8 -0.2 0.2
O 3.4002 -1.0898 -3.4050 -0.4 -0.1 0.1
C 3.9897 -1.9666 -2.4459 -0.1 0.8 -1.3
H 6.5497 1.8053 -7.6250 0.0 0.1 -0.2
H 6.8735 3.3352 -6.7923 0.0 0.1 0.0
H 5.4216 3.1823 -7.8307 0.0 0.0 -0.1
H 3.9453 3.6598 -6.0479 0.1 -0.1 -0.3
H 5.2738 3.8337 -4.8938 0.0 0.1 0.0
H 3.1838 3.2641 -3.8273 -0.1 0.1 -0.1
H 4.4079 2.1003 -3.4798 0.2 -0.4 -0.3
H 1.4678 0.1553 -4.3963 -0.2 0.1 0.0
H 1.4053 1.5884 -3.3673 0.1 0.1 0.1
H 2.2061 -0.2275 -1.9535 -0.3 0.1 -0.2
H 3.6778 0.6258 -2.3751 -0.2 0.2 0.1
H 4.7769 -1.4155 -1.9229 0.0 -0.3 0.4
H 4.4256 -2.7410 -3.0756 0.2 -0.2 0.4
H 3.2304 -2.3691 -1.7790 0.2 0.0 0.2
C -3.4125 -6.3899 -0.3360 -0.5 0.5 -0.1
O -3.7168 -5.2935 -1.1873 0.2 -0.2 0.0
C -2.9926 -4.1225 -0.8841 0.3 0.3 -0.5
C -3.4595 -3.0252 -1.8250 -0.2 -1.1 0.8
O -4.7940 -2.6821 -1.4629 0.2 0.3 -0.7
C -5.3281 -1.7683 -2.4075 -0.3 0.2 1.0
C -6.7526 -1.4286 -2.0605 -1.1 0.5 -0.3
O -6.8400 -0.6840 -0.8658 0.8 0.0 0.1
C -8.0811 -0.1029 -0.5916 -0.9 -0.8 0.2
H -3.3711 -7.2943 -0.9425 0.1 0.0 0.0
H -4.2297 -6.4846 0.3872 0.2 -0.2 0.2
H -2.4710 -6.2255 0.1929 0.0 -0.2 0.0
H -1.9198 -4.2505 -1.0771 0.0 -0.2 0.0
H -3.0784 -3.8307 0.1683 -0.3 0.1 0.0
H -3.4521 -3.4524 -2.8318 0.1 0.1 -0.2
H -2.7333 -2.2100 -1.7576 -0.3 0.3 0.0
H -5.3482 -2.1668 -3.4268 0.4 -0.1 0.0
H -4.7262 -0.8553 -2.3157 -0.1 0.1 -0.6
H -7.4144 -2.3049 -2.0218 0.3 -0.3 0.3
H -7.2049 -0.8306 -2.8680 0.4 0.1 -0.2
H -8.2681 0.8571 -1.0841 0.3 0.1 0.0
H -8.1724 -0.0407 0.4936 0.2 0.4 -0.1
H -8.9070 -0.7723 -0.8811 0.1 0.0 -0.2
C -1.5257 0.6493 -2.5409 -0.1 0.2 1.4
O -1.3752 1.1220 -3.8467 0.4 -0.1 -0.5
C -1.8722 2.4317 -3.9961 -0.8 -0.2 0.1
C -2.2068 2.7550 -5.4376 0.2 0.4 -0.6
O -1.1713 2.5899 -6.3868 0.1 -0.3 0.0
C 0.0550 3.1991 -6.0294 -0.7 -0.2 -0.1
C 1.0365 3.0496 -7.1379 1.7 0.1 -0.9
O 0.9260 3.9123 -8.2660 -0.7 0.4 0.8
C 2.1009 3.9374 -9.0373 -0.7 -0.7 -0.5
H -2.5709 0.4616 -2.2512 -0.1 0.0 -0.4
H -1.1563 1.3794 -1.8063 0.1 0.0 -0.1
H -0.9890 -0.2789 -2.3426 0.1 0.0 -0.6
H -1.2234 3.2073 -3.5713 0.3 -0.3 0.1
H -2.8202 2.4812 -3.4424 -0.1 0.3 0.0
H -2.5241 3.8068 -5.4987 -0.1 0.0 0.4
H -3.0381 2.1621 -5.8167 0.1 -0.2 0.2
H 0.4823 2.6479 -5.1852 0.1 0.2 0.1
H -0.1153 4.2489 -5.7557 0.2 0.0 0.0
H 1.0944 2.0153 -7.4963 -0.3 -0.1 0.2
H 2.0333 3.2579 -6.7300 -0.1 -0.2 0.4
H 1.9669 4.7431 -9.7550 0.3 0.1 0.1
H 2.1634 3.0014 -9.6102 0.3 0.0 0.0
H 3.0185 4.0372 -8.4504 0.0 0.2 0.1
C 1.6701 -3.2827 -4.5981 -0.6 0.0 0.9
C 0.7296 -3.2539 -3.4664 0.3 -0.2 -0.3
N 0.0091 -3.2326 -2.5744 -0.1 0.1 0.2
H 2.6529 -3.4884 -4.1875 0.1 0.1 -0.2
H 1.6373 -2.2780 -5.0101 0.3 -0.2 -0.5
H 1.3839 -4.0813 -5.2769 0.0 0.2 -0.2
C -4.4240 0.1623 0.7834 -0.5 0.2 -0.1
C -5.3922 -0.0025 1.8740 0.5 0.1 0.0
N -6.1317 -0.1491 2.7411 0.0 0.1 -0.1
H -4.7269 1.0185 0.1799 -0.1 -0.1 -0.1
H -4.4858 -0.7380 0.1735 0.3 0.0 -0.1
H -3.4087 0.3628 1.1164 0.0 -0.3 0.3
C 1.2879 -1.9314 0.3659 0.5 -0.1 0.5
C -0.1195 -1.5577 0.4214 0.5 0.2 -0.6
N -1.2256 -1.2563 0.4047 -0.2 0.0 0.1
H 2.0098 -1.1140 0.4185 -0.5 0.4 0.1
H 1.5515 -2.4499 -0.5498 -0.5 -0.3 0.0
H 1.5298 -2.5350 1.2419 0.0 -0.3 -0.2